Entry 1:
# C4H5NO2

A molecular structure, C4H5NO2 at a distorted geometry (ωB97M-V/def2-TZVPD, the Open Molecules 2025 dataset).

Results
Highest occupied orbital energy   -10.03 eV
Spin multiplicity   1
Calculated total energy   -360.514222 Eh
Lowest unoccupied orbital energy   0.433 eV

Last column: Mulliken charge in e.
Cartesian coordinates (Å):
O  3.09400  -0.05552  -0.19882  -0.455
C  1.93663  -0.09287  -0.53057  -0.075
C  0.76107  0.34686  0.34243  -0.034
C  -0.48965  1.00936  -0.32354  -0.605
N  -0.40696  -0.39927  -0.07221  -0.161
C  -1.49391  -0.87953  0.57870  0.105
O  -2.57364  -0.28886  0.47355  -0.509
H  1.62674  -0.51201  -1.51429  0.345
H  1.03058  0.47963  1.38915  0.359
H  -0.22894  1.24791  -1.36564  0.192
H  -1.85663  0.95433  0.09263  0.466
H  -1.39930  -1.81002  1.12863  0.372


Entry 2:
# C4H5NO2

A single C4H5NO2 molecule at a distorted geometry (ωB97M-V/def2-TZVPD, the Open Molecules 2025 dataset).

Results
Highest occupied orbital energy   -9.90 eV
Spin multiplicity   1
Calculated total energy   -360.514162 Eh
Lowest unoccupied orbital energy   0.953 eV

Last column: Mulliken charge in e.
Cartesian coordinates (Å):
C  -0.46665  -2.09700  -0.49760  -0.645
O  -0.13363  -0.83082  -1.06818  -0.353
C  0.00862  0.14009  -0.18648  0.496
C  0.17591  1.44195  -0.54077  -0.132
C  0.40734  2.12011  0.64063  -0.217
O  0.09516  1.26962  1.65621  -0.191
N  -0.15030  0.02111  1.10414  -0.345
H  0.31105  -2.42221  0.20352  0.288
H  -1.42207  -2.04238  0.03694  0.303
H  -0.53547  -2.78816  -1.33901  0.226
H  1.18741  2.02990  -0.94780  0.153
H  0.52263  3.15780  0.93839  0.418